The following is a DFT calculation (ωB97M-V with the def2-TZVPD basis set) of 2 unconnected molecules or ions with the total composition C2H6N2O2 at a distorted geometry.

Output
Highest occupied orbital energy: -9.4 eV
DFT total energy: -339.8022 Ha
LUMO: 0.82 eV
Orbital gap: 10.24 eV

Geometry (Å):
N 2.48085 -1.15990 -1.04891
C 1.35293 -0.54308 -0.59112
O 1.19580 -0.02169 0.52455
H 2.42486 -1.37407 -2.00365
H 3.02266 -1.56862 -0.28415
H 0.77902 -0.24646 -1.44224
N -1.55894 0.61344 1.43740
C -2.08123 1.11059 0.32452
O -1.63124 1.54707 -0.73353
H -2.23692 0.09827 1.94487
H -0.58408 0.31146 1.42876
H -3.16371 1.23299 0.44349

Cartesian forces, eV/Å:
-1.25 0.40 3.12
1.49 2.61 1.02
0.12 -1.96 -1.33
0.69 -1.02 -1.01
0.39 -0.10 -1.18
-1.48 0.06 -0.50
1.63 -0.38 -0.16
-1.60 1.85 -2.30
0.79 -0.90 1.38
-0.14 -0.37 0.79
-0.13 0.06 0.01
-0.51 -0.25 0.15